[1]
C28H29BN6SiZr | ωB97M-V with the def2-TZVPD basis set

Last column: Mulliken charge in e.
Positions of all 66 atoms, in Å:
H (-0.66248, 3.08073, 0.83766)  0.793
N (-0.06576, 1.73944, -0.70314)  0.155
B (0.71708, 0.69656, -2.93113)  0.093
N (0.59239, 1.90394, -1.91510)  -0.266
C (0.88509, 3.23303, -2.12632)  -0.166
Zr (-0.80613, -0.47053, -0.06761)  0.840
H (1.34970, 3.56007, -2.98564)  0.579
C (0.39615, 3.94306, -0.94746)  -1.369
H (0.46873, 4.95909, -0.77778)  0.505
C (-0.18178, 2.93590, -0.13942)  -0.524
H (1.18077, 1.08023, -4.00594)  -0.043
C (-1.25528, -2.38997, 0.62642)  -1.047
H (-1.63702, -2.40790, 1.66831)  0.367
H (-0.14559, -2.70554, 0.60071)  0.303
H (-1.93524, -2.82067, -0.18950)  0.416
N (-0.71168, 0.09833, -3.10619)  -0.364
N (1.63607, -0.42932, -2.30707)  -0.109
N (-1.39151, -0.40128, -2.05914)  0.428
N (1.23358, -1.06394, -1.13090)  0.244
C (-1.49619, -0.02045, -4.18653)  -0.020
C (2.75991, -0.99274, -2.79427)  -0.068
H (-1.14702, 0.30865, -5.14560)  0.499
H (3.18710, -0.64319, -3.74162)  0.451
C (-2.73477, -0.61343, -3.80384)  -1.142
C (3.17474, -2.00310, -1.91929)  -1.405
C (-2.65454, -0.86623, -2.36628)  -0.294
C (2.18587, -2.00471, -0.86089)  -0.298
H (-3.57543, -0.84619, -4.42764)  0.421
H (4.02767, -2.63650, -2.00182)  0.463
H (-3.31979, -1.24813, -1.72608)  0.634
H (2.20141, -2.62527, -0.00698)  0.664
H (-2.49739, -0.10696, 0.48843)  -0.030
C (0.52567, 4.77479, 4.03160)  -0.508
C (1.48440, 4.22380, 3.20642)  -0.647
C (1.38751, 2.93286, 2.73916)  -0.286
C (0.27222, 2.12549, 3.10631)  0.118
C (-0.68409, 2.67542, 3.95228)  0.062
C (-0.58124, 3.98286, 4.41474)  -0.760
Si (0.22630, 0.36431, 2.51844)  1.124
C (1.85438, -0.27509, 3.16191)  0.190
C (2.86452, -0.70532, 2.29300)  -0.424
C (4.08230, -1.16504, 2.78886)  -0.552
C (4.33183, -1.16466, 4.16372)  -0.597
C (3.35542, -0.69243, 5.04192)  -0.746
C (2.11753, -0.24421, 4.54730)  -0.104
C (-1.12472, -0.51742, 3.48374)  0.769
C (-0.85398, -1.63416, 4.27083)  -0.174
C (-1.85852, -2.26974, 4.99405)  -0.680
C (-3.17671, -1.81578, 4.90852)  -0.467
C (-3.48749, -0.71964, 4.10157)  -1.017
C (-2.46294, -0.05814, 3.38262)  -0.435
H (0.60492, 5.80177, 4.39814)  0.435
H (2.36847, 4.83709, 2.90713)  0.400
H (2.15754, 2.50341, 2.08843)  0.433
H (-1.54560, 2.05617, 4.27097)  0.399
H (-1.34493, 4.39692, 5.06884)  0.448
H (2.68022, -0.67346, 1.21068)  0.405
H (4.85049, -1.52803, 2.09771)  0.453
H (5.28847, -1.52614, 4.55399)  0.400
H (3.53615, -0.66991, 6.11447)  0.437
H (1.37014, 0.12962, 5.24731)  0.467
H (0.18030, -2.02776, 4.32534)  0.335
H (-1.61572, -3.12807, 5.62917)  0.443
H (-3.97112, -2.31414, 5.47064)  0.430
H (-4.50145, -0.35677, 4.02069)  0.461
H (-2.71021, 0.78575, 2.75729)  0.480

The net charge is +2. As for the HOMO-LUMO gap (alpha / beta): 4.54 / 4.61 eV. Its multiplicity is 1.

---

[2]
C28H29Cl3CrN5O8P2Se | ωB97M-V with the def2-TZVPD basis set

Last column: Löwdin spin population.
Positions of all 77 atoms, in Å:
Cr (0.21688, -0.35159, -0.09510)  3.771
C (-3.33901, 3.41965, -2.45517)  0.000
C (-2.26536, 3.18909, -1.42529)  0.001
C (-2.79272, 2.62366, -0.12408)  -0.001
C (-3.51485, 3.48243, 0.69776)  0.000
C (-3.95798, 2.98452, 1.90262)  -0.001
C (-3.83347, 1.70323, 2.20658)  0.000
C (-3.20877, 0.78667, 1.38945)  -0.001
C (-2.91951, -0.63506, 1.83402)  0.000
C (-4.09663, -1.31953, 2.49953)  0.000
C (-2.63816, 1.28687, 0.24330)  0.003
N (-1.68799, 0.53100, -0.52565)  -0.001
C (-1.96832, 0.42621, -1.77347)  0.020
C (-1.02914, 0.01705, -2.74570)  0.006
C (-1.10737, -0.09880, -4.10182)  0.010
C (0.05430, -0.71215, -4.48565)  0.004
C (0.77389, -0.91875, -3.32317)  0.011
N (0.12559, -0.43990, -2.25791)  0.002
H (-2.87784, 3.87347, -3.36597)  0.000
H (-4.17860, 4.03879, -2.11673)  0.000
H (-3.70750, 2.44202, -2.69727)  0.000
H (-1.75923, 4.16860, -1.16353)  0.000
H (-1.45670, 2.62611, -1.90304)  0.001
H (-3.42509, 4.56823, 0.48296)  0.000
H (-4.46185, 3.61376, 2.70275)  0.000
H (-4.11517, 1.36280, 3.17323)  0.000
H (-1.92277, -0.58486, 2.40821)  0.000
H (-2.58812, -1.25503, 0.97732)  0.000
H (-4.69828, -0.68187, 3.20644)  0.000
H (-3.83771, -2.20153, 3.07110)  0.000
H (-4.86225, -1.68938, 1.73211)  0.000
H (-2.96040, 0.70792, -2.04436)  0.000
H (-1.95331, 0.18101, -4.73945)  0.001
H (0.25332, -0.93556, -5.53329)  0.000
H (1.83902, -1.28214, -3.26018)  0.000
C (0.44745, -4.50576, -1.57373)  0.000
C (0.91705, -4.11413, -0.22598)  0.001
O (1.24534, -5.30206, 0.54963)  0.000
P (-0.52032, -3.32538, 0.57350)  0.004
O (-0.05856, -2.92304, 2.03982)  0.001
O (-1.48347, -4.61422, 0.76434)  0.001
O (-1.27740, -2.27752, -0.15477)  0.040
P (2.33152, -2.98119, -0.25669)  0.009
O (3.06689, -2.94475, -1.70848)  0.001
O (3.27464, -3.65862, 0.69844)  0.000
O (1.72307, -1.63571, -0.00350)  0.041
H (-0.22342, -5.37148, -1.49320)  0.000
H (1.25270, -4.79324, -2.22950)  0.000
H (-0.01252, -3.77196, -2.20400)  0.000
H (2.15702, -5.25050, 0.82478)  0.000
H (0.13637, -1.93814, 2.15997)  0.001
H (-0.89038, -5.35868, 0.95691)  0.000
H (2.63201, -2.25723, -2.23919)  0.000
Cl (3.84547, 2.99580, 5.47266)  0.000
C (2.83112, 2.01381, 4.44752)  0.001
C (1.89810, 2.62344, 3.69861)  0.000
C (1.01709, 1.85420, 2.93242)  0.003
Cl (-0.39733, 2.58853, 2.16799)  0.007
C (1.13714, 0.44686, 2.80348)  0.007
O (0.39067, -0.27088, 1.95412)  0.038
C (2.09997, -0.12788, 3.64735)  0.001
Cl (2.14503, -1.83718, 3.60307)  0.001
C (2.98289, 0.59991, 4.44127)  0.000
H (1.73776, 3.66576, 3.78242)  0.000
H (3.77001, 0.22027, 5.05105)  0.000
Se (3.02114, 3.63922, -3.86894)  0.000
N (3.59791, 1.86761, -3.86195)  0.000
C (3.67207, 1.56316, -2.59321)  0.000
C (4.12648, 0.28501, -2.08673)  0.000
C (4.31863, 0.12350, -0.71821)  0.002
C (3.88402, 1.23247, 0.18333)  0.004
N (3.50351, 2.39601, -0.24765)  0.003
C (3.40618, 2.62458, -1.59016)  0.001
N (3.04398, 3.75219, -2.11607)  0.000
H (4.37883, -0.47235, -2.83370)  0.000
H (4.72366, -0.80564, -0.38264)  0.000
H (4.04877, 1.11824, 1.24507)  0.000

As for the expectation value of S²: 6.010. The net charge is -1. As for the HOMO-LUMO gap (alpha / beta): 6.59 / 6.69 eV. Its multiplicity is 5.

---

[3]
C28H29ClFGeN2O11OsPS | ωB97M-V with the def2-TZVPD basis set

Last column: Löwdin spin population.
Positions of all 76 atoms, in Å:
Os (1.34698, -2.09830, -0.36967)  2.598
O (0.95969, 0.06143, -3.21597)  0.008
S (0.22301, -0.10203, -2.00395)  0.020
O (-0.50200, -1.36631, -1.87650)  0.064
O (1.07292, 0.04037, -0.75829)  0.062
C (-0.98342, 1.20340, -1.90129)  0.007
C (-1.51571, 1.61691, -3.11310)  0.002
C (-2.51409, 2.57156, -3.13866)  0.007
C (-2.97217, 3.10892, -1.95122)  0.004
C (-2.45280, 2.69878, -0.73766)  0.018
C (-1.44571, 1.73096, -0.67573)  0.053
P (-0.84599, 1.18786, 0.97039)  0.428
C (0.35105, 2.46921, 1.47331)  0.063
C (1.70126, 2.17047, 1.62250)  0.004
C (2.60289, 3.18114, 1.91729)  -0.001
C (2.15779, 4.48467, 2.07362)  0.001
C (0.80406, 4.77589, 1.96814)  0.004
C (-0.10350, 3.77153, 1.67981)  0.017
C (-2.27777, 1.46165, 2.03556)  0.040
C (-3.56381, 1.14634, 1.59325)  0.033
C (-4.62739, 1.16357, 2.47936)  -0.002
C (-4.41041, 1.45458, 3.81898)  0.042
C (-3.12897, 1.72939, 4.27242)  -0.003
C (-2.06588, 1.72959, 3.38764)  0.036
H (-1.13018, 1.17334, -4.02097)  0.000
H (-2.93675, 2.89000, -4.08089)  0.000
H (-3.75614, 3.85400, -1.96552)  0.001
H (-2.84771, 3.12137, 0.17550)  0.000
H (2.03367, 1.14886, 1.51057)  0.001
H (3.65422, 2.94762, 2.01828)  0.000
H (2.86335, 5.27430, 2.29383)  0.000
H (0.45275, 5.79004, 2.10507)  0.001
H (-1.15966, 3.99901, 1.61707)  0.000
H (-3.72971, 0.89633, 0.55207)  0.001
H (-5.62331, 0.93365, 2.12280)  -0.001
H (-5.23815, 1.43162, 4.51507)  0.002
H (-2.95128, 1.90471, 5.32432)  -0.001
H (-1.06014, 1.91424, 3.74169)  0.001
O (1.17212, -4.03444, 2.42865)  0.001
Cl (2.38567, -3.59078, 1.85230)  0.008
O (3.51302, -4.21949, 2.41537)  0.010
O (2.50631, -2.15278, 1.92723)  0.070
O (2.35450, -3.88074, 0.39220)  0.027
C (3.56512, 1.26843, -2.23630)  0.003
Ge (3.98925, -0.63581, -1.86523)  0.023
C (5.24979, -1.11735, -3.33426)  0.006
C (4.95221, -0.77514, -0.13657)  0.004
C (2.68825, -2.16521, -1.89894)  0.014
H (4.45273, 1.86005, -2.00922)  0.001
H (2.73123, 1.63816, -1.65020)  0.000
H (3.31808, 1.38184, -3.28939)  0.000
H (6.03121, -0.36239, -3.42327)  0.001
H (4.70943, -1.16380, -4.27964)  0.000
H (5.72119, -2.08238, -3.15299)  0.000
H (5.59472, 0.08742, 0.03875)  0.000
H (5.57768, -1.66728, -0.15896)  0.000
H (4.25666, -0.87800, 0.69476)  0.001
H (3.26925, -3.08850, -1.85443)  0.000
H (2.14251, -2.10806, -2.84347)  0.017
F (-4.74926, -1.44498, -1.47414)  0.001
C (-3.70202, -2.26295, -1.29890)  0.002
C (-3.29730, -2.57409, -0.06199)  -0.001
N (-2.19404, -3.36277, 0.15656)  0.004
C (-1.69200, -3.52215, 1.51115)  0.010
C (-0.96570, -2.25146, 2.03215)  0.011
O (-1.06097, -1.96171, 3.20126)  0.017
O (-0.35673, -1.57674, 1.09640)  0.187
C (-1.38103, -3.69580, -0.89521)  0.013
O (-0.22652, -4.07671, -0.72483)  0.050
N (-1.96803, -3.62331, -2.13199)  0.005
C (-3.02289, -2.77202, -2.48411)  0.001
O (-3.30138, -2.54063, -3.63385)  0.000
H (-3.80129, -2.19414, 0.81623)  0.000
H (-0.96264, -4.32835, 1.53632)  0.000
H (-2.52372, -3.73178, 2.18043)  0.001
H (-1.35641, -3.86481, -2.90100)  0.000

As for the expectation value of S²: 6.023. The calculation puts the energy above the lowest of the compared OMol25 structures with the same formula, charge and spin at 1.958 eV. The net charge is 0. As for the HOMO-LUMO gap (alpha / beta): 8.33 / 5.12 eV. Its multiplicity is 5.

---

Number 1: E_tot -1773.67135 Ha. Number 2: E_tot -7469.62940 Ha. Number 3: E_tot -5488.37798 Ha.